DFT (ωB97M-V/def2-TZVPD) results for a single C12H22N2O5 molecule.

ΔE to the lowest compared entry with this formula, charge and spin, eV: 0.121
Orbital gap, eV: 10.3
Total energy, Ha: -956.23406
Lowest unoccupied orbital energy, eV: 0.751
Spin multiplicity: 1

Each atom is followed by the atoms it is bonded to, with distances in Å.
Atoms and positions in Å:
1 C 3.93 -1.08 -2.21  C2 1.522, H20 1.086, H21 1.088, H22 1.087
2 C 4.97 -0.40 -1.34  C1 1.522, O3 1.430, H23 1.092, H24 1.095
3 O 4.38 0.56 -0.47  C2 1.430, C4 1.336
4 C 3.84 0.11 0.67  O3 1.336, O5 1.203, C6 1.513
5 O 3.83 -1.05 1.00  C4 1.203
6 C 3.28 1.25 1.49  C4 1.513, C7 1.529, H25 1.090, H26 1.093
7 C 1.99 0.86 2.22  C6 1.529, C8 1.528, H27 1.091, H28 1.092
8 C 0.76 0.93 1.32  C7 1.528, C9 1.533, H29 1.093, H30 1.093
9 C 0.83 -0.03 0.13  C8 1.533, C10 1.512, H31 1.091, H32 1.090
10 C -0.48 -0.02 -0.62  C9 1.512, O11 1.222, N12 1.344
11 O -0.68 0.66 -1.61  C10 1.222
12 N -1.44 -0.80 -0.08  C10 1.344, C13 1.450, H33 1.011
13 C -2.77 -0.93 -0.63  N12 1.450, C14 1.536, C16 1.544, H34 1.096
14 C -3.40 -2.22 -0.08  C13 1.536, O15 1.400, H35 1.093, H36 1.098
15 O -3.41 -2.21 1.32  C14 1.400, H37 0.973
16 C -3.62 0.30 -0.22  C13 1.544, O17 1.220, N18 1.336
17 O -4.47 0.23 0.65  C16 1.220
18 N -3.29 1.40 -0.89  C16 1.336, C19 1.443, H38 1.018
19 C -3.90 2.68 -0.62  N18 1.443, H39 1.091, H40 1.092, H41 1.089
20 H 4.42 -1.74 -2.92  C1 1.086
21 H 3.35 -0.34 -2.76  C1 1.088
22 H 3.25 -1.67 -1.60  C1 1.087
23 H 5.68 0.16 -1.95  C2 1.092
24 H 5.50 -1.15 -0.74  C2 1.095
25 H 3.13 2.12 0.84  C6 1.090
26 H 4.05 1.50 2.23  C6 1.093
27 H 1.84 1.52 3.07  C7 1.091
28 H 2.11 -0.16 2.60  C7 1.092
29 H 0.63 1.95 0.95  C8 1.093
30 H -0.12 0.68 1.93  C8 1.093
31 H 1.06 -1.04 0.48  C9 1.091
32 H 1.61 0.30 -0.56  C9 1.090
33 H -1.28 -1.30 0.78  N12 1.011
34 H -2.70 -0.96 -1.72  C13 1.096
35 H -2.80 -3.08 -0.39  C14 1.093
36 H -4.41 -2.32 -0.49  C14 1.098
37 H -3.97 -1.46 1.58  O15 0.973
38 H -2.48 1.37 -1.50  N18 1.018
39 H -4.30 3.11 -1.54  C19 1.091
40 H -3.17 3.38 -0.21  C19 1.092
41 H -4.71 2.53 0.09  C19 1.089